(1)
This record from the Open Molecules 2025 dataset describes one molecule with the formula C23H40N2O3. The level of theory is ωB97M-V with the def2-TZVPD basis set.

Last columns: bonded neighbours and bond lengths (Å).
CARTESIAN COORDINATES (ANGSTROEM)
1 H -0.96 1.35 0.98  C37 1.094
2 H 3.77 -4.04 0.08  C13 1.091
3 H 4.68 -3.98 -1.43  C13 1.092
4 N -3.16 1.00 -0.47  C23 1.458, C28 1.370, C60 1.449
5 H 2.03 -0.73 4.78  C30 1.085
6 C -1.79 -0.49 -1.83  C10 1.549, C34 1.517, C60 1.527, C65 1.546
7 H -2.94 0.62 2.38  C40 1.092
8 C 3.32 -1.98 -2.66  H38 1.091, H48 1.093, C54 1.531, H66 1.092
9 H -2.98 1.67 -3.12  C68 1.094
10 C -0.56 0.44 -2.03  C6 1.549, H27 1.092, H44 1.090, N67 1.465
11 H -0.59 -2.02 2.99  C49 1.093
12 H 0.14 4.78 0.22  C21 1.091
13 C 3.71 -3.76 -0.97  H2 1.091, H3 1.092, H32 1.093, C54 1.532
14 H -2.36 -0.61 -3.90  C34 1.093
15 H -1.01 3.83 -0.71  C21 1.091
16 C -0.04 3.41 2.58  H19 1.091, H39 1.095, H45 1.090, C47 1.527
17 C 4.47 -1.43 -0.52  H18 1.089, H29 1.092, C54 1.531, H61 1.092
18 H 4.23 -0.37 -0.57  C17 1.089
19 H 0.47 4.37 2.64  C16 1.091
20 H -4.71 2.01 -1.40  C23 1.085
21 C -0.32 3.80 0.14  H12 1.091, H15 1.091, C47 1.528, H57 1.095
22 C 1.41 -0.66 -0.99  O43 1.222, C63 1.522, N67 1.355
23 C -4.21 1.05 -1.48  N4 1.458, H20 1.085, H24 1.097, C68 1.525
24 H -4.94 0.26 -1.25  C23 1.097
25 H -3.14 -1.07 -0.26  C60 1.098
26 H -1.68 -0.28 0.32  C60 1.088
27 H -0.46 0.84 -3.04  C10 1.092
28 C -2.83 2.14 0.21  N4 1.370, C37 1.528, O58 1.221
29 H 5.42 -1.60 -1.03  C17 1.092
30 C 1.49 0.02 4.20  H5 1.085, C51 1.323, H64 1.083
31 H -3.51 -1.33 -2.78  C34 1.097
32 H 2.96 -4.40 -1.45  C13 1.093
33 H -0.86 -2.29 -0.87  C65 1.091
34 C -2.84 -0.48 -2.92  C6 1.517, H14 1.093, H31 1.097, C68 1.528
35 O 0.59 -1.89 1.37  C49 1.420, C55 1.423
36 H 2.52 -1.15 1.36  C55 1.094
37 C -1.74 2.06 1.27  H1 1.094, C28 1.528, C40 1.533, C47 1.535
38 H 3.16 -0.92 -2.85  C8 1.091
39 H 0.73 2.64 2.43  C16 1.095
40 C -2.42 1.57 2.55  H7 1.092, C37 1.533, H50 1.089, H52 1.092
41 H -1.81 4.17 1.63  C47 1.093
42 H -0.81 -2.32 -2.66  C65 1.093
43 O 1.93 0.41 -0.70  C22 1.222
44 H -0.44 1.25 -1.31  C10 1.090
45 H -0.51 3.24 3.55  C16 1.090
46 H -4.44 0.81 -3.61  C68 1.092
47 C -1.04 3.42 1.43  C16 1.527, C21 1.528, C37 1.535, H41 1.093
48 H 2.52 -2.54 -3.14  C8 1.093
49 C 0.44 -1.75 2.77  H11 1.093, O35 1.420, C51 1.498, H53 1.096
50 H -1.71 1.42 3.36  C40 1.089
51 C 0.70 -0.33 3.20  C30 1.323, C49 1.498, H62 1.085
52 H -3.17 2.30 2.88  C40 1.092
53 H 1.10 -2.44 3.31  C49 1.096
54 C 3.38 -2.28 -1.16  C8 1.531, C13 1.532, C17 1.531, C63 1.553
55 C 1.95 -2.00 0.97  O35 1.423, H36 1.094, H56 1.096, C63 1.517
56 H 2.38 -2.93 1.38  C55 1.096
57 H 0.47 3.08 -0.08  C21 1.095
58 O -3.45 3.18 0.04  C28 1.221
59 H 1.32 -2.79 -0.89  C63 1.094
60 C -2.44 -0.25 -0.47  N4 1.449, C6 1.527, H25 1.098, H26 1.088
61 H 4.62 -1.69 0.53  C17 1.092
62 H 0.19 0.42 2.62  C51 1.085
63 C 1.98 -2.00 -0.54  C22 1.522, C54 1.553, C55 1.517, H59 1.094
64 H 1.63 1.05 4.48  C30 1.083
65 C -0.80 -1.68 -1.77  C6 1.546, H33 1.091, H42 1.093, N67 1.473
66 H 4.26 -2.27 -3.13  C8 1.092
67 N 0.31 -0.71 -1.78  C10 1.465, C22 1.355, C65 1.473
68 C -3.63 0.83 -2.87  H9 1.094, C23 1.525, C34 1.528, H46 1.092

Computed properties:
Highest occupied orbital energy in eV: -9.104
Energy relative to the best compared isomer or geometry (same formula, charge and spin) in kcal/mol: 40.14
Lowest unoccupied orbital energy in eV: 0.61
Structure (SMILES): C=CCOC[C@@H](C(=O)N1CC2(CCCN(C(=O)[C@H](C)C(C)C)C2)C1)C(C)(C)C
Strongest force on any atom in eV/Å: 0.20

(2)
This record from the Open Molecules 2025 dataset describes a 3-piece molecular cluster, C4H8S overall at a distorted geometry. The level of theory is ωB97M-V with the def2-TZVPD basis set.

Last columns: bonded neighbours and bond lengths (Å).
CARTESIAN COORDINATES (ANGSTROEM)
1 H -0.02 -1.84 -0.06  C11 1.205
2 S 2.33 -0.69 -0.09  C8 1.814, C13 1.859
3 H -0.13 -0.30 -1.20  C11 1.120
4 H 1.88 2.03 0.31  C13 1.163
5 H -2.69 -0.75 1.00  no bonds
6 H 0.94 1.15 -0.95  C13 1.033
7 H -2.26 -0.32 -1.46  no bonds
8 C 0.81 -0.07 0.70  S2 1.814, C11 1.528, H12 1.114, C13 1.545
9 H -1.40 1.01 0.26  C10 1.267
10 C -1.76 -0.18 0.04  H9 1.267, C11 1.556
11 C -0.30 -0.68 -0.16  H1 1.205, H3 1.120, C8 1.528, C10 1.556
12 H 1.04 -0.37 1.74  C8 1.114
13 C 1.56 1.00 -0.13  S2 1.859, H4 1.163, H6 1.033, C8 1.545

Computed properties:
Highest occupied orbital energy in eV: -8.860
Energy relative to the best compared isomer or geometry (same formula, charge and spin) in kcal/mol: 123.58
Lowest unoccupied orbital energy in eV: 0.55
Strongest force on any atom in eV/Å: 5.04

(3)
This record from the Open Molecules 2025 dataset describes a 11-piece molecular cluster, C12H43O12 overall at a distorted geometry. The level of theory is ωB97M-V with the def2-TZVPD basis set.

Last columns: bonded neighbours and bond lengths (Å).
CARTESIAN COORDINATES (ANGSTROEM)
1 H 25.86 -2.08 -23.94  C24 1.090
2 H 17.43 -9.75 -14.89  C26 1.090
3 O 24.70 -6.05 -17.04  C37 1.445, H60 0.960
4 H 16.75 -0.93 -20.07  O30 0.960
5 O 27.08 -3.66 -23.33  C24 1.422, H49 0.960
6 H 13.56 -8.82 -23.06  C34 1.090
7 H 14.03 -10.40 -22.40  C34 1.090
8 H 24.80 -8.75 -23.52  C22 1.090
9 O 16.93 -7.73 -15.16  C26 1.446, H43 0.960
10 C 19.34 -6.73 -23.30  H15 1.090, C23 1.547, H31 1.090, H42 1.090
11 H 19.50 -13.12 -24.28  C14 1.090
12 H 14.32 -2.12 -18.92  C59 1.090
13 H 15.77 -9.46 -15.41  C26 1.090
14 C 20.06 -14.00 -24.57  H11 1.090, H16 1.090, O45 1.455, H61 1.090
15 H 19.90 -7.62 -23.57  C10 1.090
16 H 20.52 -13.86 -25.55  C14 1.090
17 H 23.52 0.57 -20.29  C36 1.090
18 O 20.10 -12.27 -18.75  H29 0.960, C67 1.377
19 H 25.42 -3.58 -24.67  C24 1.090
20 O 21.61 -0.12 -20.35  C36 1.399, H44 0.960
21 H 20.08 1.31 -24.27  O66 0.960
22 C 25.45 -9.11 -24.31  H8 1.090, H33 1.090, O53 1.416, H54 1.090
23 C 19.34 -6.70 -21.75  C10 1.547, O56 1.274, O64 1.264
24 C 25.82 -3.15 -23.75  H1 1.090, O5 1.422, H19 1.090, H52 1.090
25 H 26.33 -5.29 -18.07  C37 1.090
26 C 16.57 -9.08 -14.78  H2 1.090, O9 1.446, H13 1.090, H57 1.090
27 H 19.00 -0.35 -25.42  C63 1.090
28 O 13.37 -9.10 -20.98  C34 1.422, H41 0.960
29 H 19.59 -11.46 -18.72  O18 0.960
30 O 15.85 -0.90 -19.73  H4 0.960, C59 1.440
31 H 19.85 -5.82 -23.64  C10 1.090
32 H 22.36 1.65 -19.52  C36 1.090
33 H 25.28 -10.19 -24.30  C22 1.090
34 C 13.32 -9.58 -22.32  H6 1.090, H7 1.090, O28 1.422, H50 1.090
35 H 21.55 -11.17 -17.87  C67 1.090
36 C 22.61 0.61 -19.70  H17 1.090, O20 1.399, H32 1.090, H47 1.090
37 C 25.89 -6.26 -17.84  O3 1.445, H25 1.090, H39 1.090, H55 1.090
38 H 20.67 -14.39 -22.75  O45 0.960
39 H 26.55 -6.82 -17.17  C37 1.090
40 H 26.86 -7.84 -24.14  O53 0.960
41 H 14.28 -8.80 -20.84  O28 0.960
42 H 18.34 -6.51 -23.67  C10 1.090
43 H 17.22 -7.71 -16.07  O9 0.960
44 H 21.62 -1.07 -20.19  O20 0.960
45 O 21.09 -14.38 -23.61  C14 1.455, H38 0.960
46 H 18.84 0.81 -26.67  C63 1.090
47 H 22.77 0.05 -18.77  C36 1.090
48 H 20.36 0.04 -26.52  C63 1.090
49 H 27.37 -3.19 -22.54  O5 0.960
50 H 12.32 -9.97 -22.53  C34 1.090
51 H 15.41 -2.91 -20.04  C59 1.090
52 H 25.00 -3.32 -23.05  C24 1.090
53 O 26.82 -8.78 -24.31  C22 1.416, H40 0.960
54 H 24.96 -8.69 -25.19  C22 1.090
55 H 25.72 -6.90 -18.70  C37 1.090
56 O 20.18 -5.94 -21.17  C23 1.274
57 H 16.29 -9.15 -13.73  C26 1.090
58 H 21.92 -12.96 -18.09  C67 1.090
59 C 15.36 -2.16 -19.25  H12 1.090, O30 1.440, H51 1.090, H62 1.090
60 H 23.97 -5.97 -17.65  O3 0.960
61 H 19.39 -14.84 -24.71  C14 1.090
62 H 16.01 -2.50 -18.44  C59 1.090
63 C 19.55 0.45 -25.92  H27 1.090, H46 1.090, H48 1.090, O66 1.448
64 O 18.52 -7.43 -21.13  C23 1.264
65 H 20.90 -12.40 -16.86  C67 1.090
66 O 19.77 1.64 -25.12  H21 0.960, C63 1.448
67 C 21.18 -12.19 -17.89  O18 1.377, H35 1.090, H58 1.090, H65 1.090

Computed properties:
Highest occupied orbital energy in eV: -4.191
Energy relative to the best compared isomer or geometry (same formula, charge and spin) in kcal/mol: 89.14
Lowest unoccupied orbital energy in eV: 1.91
Charge: -1
Strongest force on any atom in eV/Å: 2.18